Density functional theory data (ωB97M-V/def2-TZVPD) for an isolated molecule of C16H24N2O2.

Orbital gap: 9.031 eV
Total energy: -24056.4526 eV
Energy above the lowest of the compared OMol25 structures with the same formula, charge and spin: 45.41 kcal/mol
Largest force on an atom: 0.47 eV Å⁻¹
SMILES: CCCN1CCC(=O)N(CCOc2ccccc2)CC1
HOMO energy: -8.28 eV
Charge: 0

```
44
C16H24N2O2 | the OMol25 dataset | ωB97M-V/def2-TZVPD
O -0.9179 -1.9286 -0.9144
O -1.9715 -0.7565 2.7182
N 0.6750 -1.2610 0.5317
N 2.3009 1.1233 -0.9285
C 4.0661 1.9691 -2.4151
C 5.5225 1.8045 -2.8296
C -4.2977 0.9900 -0.2390
C 0.9790 -0.8317 -1.8599
C -4.0499 -0.3341 1.7449
C 0.1530 -1.3888 -0.7179
C -2.6665 -0.1631 1.6996
C 3.6349 0.8668 -1.4435
C -2.1106 0.5974 0.6805
C -0.0401 -1.8463 1.6458
C -4.8555 0.2382 0.7830
C 2.0929 0.8012 0.4607
C 1.2227 0.6889 -1.7878
C -0.5668 -0.8213 2.6749
C 1.9854 -0.7012 0.7954
C -2.9281 1.1656 -0.2816
H -5.9248 0.0932 0.8274
H -4.4660 -0.9248 2.5459
H 1.4417 1.0528 -2.7934
H -1.0456 0.7508 0.6184
H 0.3048 1.1808 -1.4524
H 6.1765 1.8600 -1.9619
H 4.3323 0.8587 -0.6023
H -4.9270 1.4320 -0.9966
H 2.1873 -0.8390 1.8591
H 3.9221 2.9344 -1.9281
H -0.8954 -2.3805 1.2222
H 1.1747 1.3042 0.7811
H 3.4327 1.9472 -3.3028
H -0.2910 -1.1355 3.6853
H 1.9335 -1.3614 -1.9075
H 0.6129 -2.5693 2.1451
H 2.7531 -1.2494 0.2356
H 2.9209 1.2283 1.0322
H 0.4240 -1.0566 -2.7716
H -2.4822 1.7496 -1.0740
H -0.1292 0.1683 2.4949
H 5.6767 0.8416 -3.3127
H 5.8111 2.5870 -3.5267
H 3.7175 -0.1070 -1.9499
```



Density functional theory data (ωB97M-V/def2-TZVPD) for an isolated molecule of C16H24N2O4S.

Orbital gap: 9.566 eV
Total energy: -38986.1832 eV
Energy above the lowest of the compared OMol25 structures with the same formula, charge and spin: 33.41 kcal/mol
Largest force on an atom: 0.83 eV Å⁻¹
SMILES: Cc1cc(S(=O)(=O)NCC(C)C)ccc1OCC(=O)NC1CC1
HOMO energy: -9.03 eV
Charge: 0

```
47
C16H24N2O4S | the OMol25 dataset | ωB97M-V/def2-TZVPD
S -2.9056 -1.2103 -0.9487
O -3.2325 -2.5217 -0.4745
O -3.9213 -0.1917 -0.9407
O 1.8609 0.8953 1.8177
O 5.0649 0.3529 3.2492
N -2.2627 -1.3457 -2.4985
N 3.7704 2.2079 2.9545
C 6.1010 3.2143 3.2821
C -1.3362 0.7529 0.1572
C -0.0350 2.7038 1.0740
C 0.6324 -1.0271 0.9631
C -0.5027 -1.4942 0.3209
C -4.1657 -2.5579 -3.5943
C -2.6684 -2.5114 -3.2590
C -4.4704 -3.8276 -4.3851
C 0.7833 0.3350 1.1995
C -1.4741 -0.6026 -0.0772
C 4.0487 0.8976 2.8750
C 2.9212 0.0668 2.2403
C 4.6150 3.2399 3.4831
C 5.5238 2.9892 4.6488
C -0.2136 1.2432 0.7979
C -4.6024 -1.3177 -4.3717
H -4.1632 -4.7083 -3.8268
H -0.8805 3.2699 0.6954
H 0.0532 2.8743 2.1462
H -4.7095 -2.5846 -2.6448
H -2.4109 -3.3741 -2.6423
H -2.1294 1.4130 -0.1574
H 6.5190 2.3558 2.7831
H 5.5681 1.9852 5.0364
H 5.6173 3.7644 5.3936
H -5.6377 -1.4218 -4.6877
H 3.3554 -0.4865 1.3978
H 2.8761 2.4962 2.5871
H -0.6480 -2.5457 0.1364
H -3.9414 -3.8187 -5.3364
H -2.4394 -0.4850 -2.9957
H -4.5340 -0.4283 -3.7486
H -5.5362 -3.9031 -4.5856
H 1.3878 -1.7293 1.2761
H 6.6001 4.1467 3.0680
H -2.0698 -2.5366 -4.1748
H -3.9848 -1.1823 -5.2589
H 4.1156 4.1992 3.4306
H 2.5838 -0.6590 2.9919
H 0.8774 3.0671 0.6026
```